The following is a quantum chemistry calculation of a cluster of 2 separate species, C10H20ClN4O4P in total, from OMol25.

XYZ file:
```
40
C10H20ClN4O4P | OMol25 | ωB97M-V/def2-TZVPD
C -1.359 -3.885 -0.363
N -0.958 -2.705 -1.148
C 0.333 -2.844 -1.835
C -1.118 -1.525 -0.442
O -1.907 -1.421 0.458
C -0.295 -0.309 -0.839
C 0.811 -0.143 0.114
C 1.088 -0.852 1.237
N 2.224 -0.255 1.760
O 2.864 -0.669 2.895
C 2.640 0.755 1.011
P 4.124 1.888 1.240
N 5.090 1.473 -0.127
O 4.946 1.248 2.475
N 1.775 0.840 -0.015
Cl 1.881 1.971 -1.233
H -1.417 -3.685 0.700
H -0.638 -4.684 -0.508
H -2.298 -4.264 -0.752
H 0.519 -3.881 -2.084
H 0.286 -2.327 -2.788
H 1.187 -2.503 -1.251
H -0.926 0.631 -0.778
H 0.092 -0.376 -1.855
H 0.559 -1.674 1.669
H 2.472 -0.179 3.633
H 5.091 0.460 -0.250
H 4.576 1.814 -0.939
H 5.084 0.293 2.414
C -3.658 1.297 -0.666
C -2.760 2.292 0.093
C -3.447 3.667 0.029
O -1.524 2.379 -0.495
H -3.769 1.597 -1.712
H -3.241 0.296 -0.635
H -4.664 1.244 -0.225
H -2.793 1.984 1.166
H -3.550 4.003 -1.005
H -2.868 4.413 0.578
H -4.452 3.636 0.474
```

The largest force on an atom is 1.6 eV/Å. For the total energy, the calculation gives -46650.540 eV. The calculation puts the highest occupied orbital energy at -5.727 eV. Its HOMO-LUMO gap is 4.9 eV. Its energy above the lowest of the compared OMol25 structures with the same formula, charge and spin is 0.0 kJ/mol.

---

The following is a quantum chemistry calculation of the ion C4H10NS with charge -1, from OMol25.

XYZ file:
```
16
C4H10NS | OMol25 | ωB97M-V/def2-TZVPD
C -2.771 0.656 0.901
C -1.654 0.136 1.849
N -0.577 -0.599 1.234
C 0.365 0.221 0.444
C 0.682 -0.467 -0.895
S 2.178 0.179 -1.740
H -2.492 1.640 0.521
H -2.977 0.039 0.026
H -3.687 0.841 1.452
H -2.108 -0.514 2.604
H -1.326 1.053 2.352
H -0.949 -1.269 0.569
H 1.340 0.327 0.932
H -0.009 1.241 0.314
H -0.179 -0.336 -1.553
H 0.978 -1.472 -0.623
```

The largest force on an atom is 1.4 eV/Å. For the total energy, the calculation gives -16635.735 eV. The calculation puts the highest occupied orbital energy at -2.241 eV. The net charge is -1. Its HOMO-LUMO gap is 5.8 eV. Its energy above the lowest of the compared OMol25 structures with the same formula, charge and spin is 36.3 kJ/mol. The SMILES is CCNCC[S-].

---

The following is a quantum chemistry calculation of a cluster of 7 separate species, C28H56O7 in total, from OMol25.

XYZ file:
```
91
C28H56O7 | OMol25 | ωB97M-V/def2-TZVPD
C -3.014 -2.358 -4.518
C -3.272 -3.260 -3.252
C -1.989 -4.077 -3.030
O -0.997 -3.216 -3.538
C -1.504 -2.638 -4.740
H -3.352 -1.360 -4.204
H -3.456 -2.553 -5.314
H -4.059 -3.904 -3.570
H -3.180 -2.632 -2.254
H -2.152 -5.055 -3.455
H -1.782 -4.350 -2.106
H -1.332 -3.339 -5.484
H -1.067 -1.818 -4.969
C 4.151 -0.958 -2.349
C 2.721 -1.535 -2.069
C 2.142 -2.037 -3.352
O 2.913 -1.186 -4.331
C 4.268 -1.231 -3.910
H 4.930 -1.430 -1.760
H 4.187 0.144 -2.235
H 2.315 -0.674 -1.602
H 2.681 -2.413 -1.359
H 1.113 -1.867 -3.497
H 2.082 -3.162 -3.476
H 4.779 -0.530 -4.380
H 4.646 -2.348 -4.304
C -1.307 0.053 1.529
C -1.923 -0.969 0.435
C -1.194 -0.749 -0.819
O -0.641 0.621 -0.723
C -0.210 0.751 0.716
H -0.808 -0.089 2.458
H -2.056 0.803 1.568
H -2.944 -0.577 0.373
H -2.000 -1.893 0.667
H -2.042 -1.049 -1.670
H -0.457 -1.600 -0.758
H 0.068 1.701 1.089
H 0.735 0.044 0.736
C -3.738 3.819 0.639
C -4.933 4.599 0.011
C -4.489 4.880 -1.412
O -3.089 4.656 -1.396
C -2.821 3.518 -0.571
H -4.080 2.978 0.960
H -3.258 4.398 1.540
H -5.109 5.632 0.679
H -5.884 4.174 -0.149
H -4.785 5.743 -1.806
H -5.013 4.209 -2.035
H -1.866 3.416 -0.288
H -2.877 2.560 -0.762
C 2.989 5.269 -0.817
C 3.199 3.819 -0.873
C 1.939 3.103 -1.370
O 0.955 4.074 -1.069
C 1.488 5.376 -1.310
H 3.496 5.893 -1.544
H 3.136 5.995 0.217
H 3.267 3.454 0.243
H 4.232 3.421 -1.409
H 1.701 2.044 -1.116
H 1.904 3.125 -2.535
H 0.890 6.116 -0.629
H 1.189 5.975 -2.289
C 0.518 1.188 6.550
C 1.728 0.403 6.265
C 1.553 -0.272 4.940
O 0.668 0.611 4.277
C -0.287 0.981 5.247
H 0.920 2.316 6.653
H -0.047 1.073 7.505
H 1.876 -0.331 6.984
H 2.773 1.005 6.260
H 0.938 -1.177 4.766
H 2.526 -0.237 4.555
H -1.144 0.204 5.404
H -0.634 1.953 4.694
C 0.918 -3.590 1.505
C 2.097 -4.006 2.293
C 1.602 -5.351 3.035
O 0.243 -5.055 3.250
C -0.312 -4.335 2.063
H 0.917 -3.751 0.463
H 0.817 -2.417 1.324
H 2.127 -3.253 2.916
H 2.733 -4.445 1.445
H 2.272 -5.485 3.971
H 1.476 -6.368 2.642
H -1.221 -3.902 2.040
H -0.468 -5.293 1.525
```

The largest force on an atom is 9.5 eV/Å. For the total energy, the calculation gives -44259.117 eV. The calculation puts the highest occupied orbital energy at -9.176 eV. Its HOMO-LUMO gap is 9.8 eV. Its energy above the lowest of the compared OMol25 structures with the same formula, charge and spin is 1385.2 kJ/mol. The SMILES is C1CCOC1.C1CCOC1.C1CCOC1.C1CCOC1.C1CCOC1.C1CCOC1.C1CCOC1.

---

The following is a quantum chemistry calculation of a structure of composition C23H41GaN2P3Se, from OMol25.

XYZ file:
```
71
C23H41GaN2P3Se | OMol25 | ωB97M-V/def2-TZVPD
Ga 0.109 -1.066 -1.426
P 0.283 1.661 0.921
P -2.490 0.309 -0.781
P 2.343 -0.488 -1.168
H -1.611 -3.153 -4.881
C -0.826 -3.759 -4.401
C -0.537 -3.639 -3.107
H -1.294 -3.065 -2.553
C 0.417 3.411 0.340
C -0.987 2.024 2.201
C 1.711 1.750 2.095
C -3.430 -0.509 -2.161
C -3.598 -0.178 0.608
C -3.141 1.994 -1.071
C 2.906 -1.483 -2.602
C 3.253 -1.121 0.262
C 3.156 1.113 -1.487
H -0.449 -4.577 -5.029
H 0.234 -4.198 -2.592
H 0.586 4.076 1.197
H -0.509 3.697 -0.169
H 1.240 3.521 -0.373
H -0.643 2.858 2.832
H -1.142 1.145 2.833
H -1.957 2.290 1.761
H 1.635 2.668 2.700
H 2.675 1.743 1.573
H 1.699 0.885 2.771
H -4.459 -0.118 -2.157
H -3.444 -1.596 -2.023
H -2.956 -0.291 -3.127
H -4.612 0.205 0.396
H -3.235 0.236 1.558
H -3.595 -1.273 0.667
H -4.236 1.946 -1.096
H -2.768 2.361 -2.031
H -2.818 2.678 -0.282
H 3.988 -1.319 -2.737
H 2.361 -1.159 -3.505
H 2.691 -2.546 -2.409
H 4.316 -1.237 -0.005
H 2.816 -2.085 0.536
H 3.164 -0.429 1.109
H 4.195 0.941 -1.815
H 3.157 1.742 -0.586
H 2.591 1.609 -2.284
C 0.155 0.574 -4.614
C -0.167 -0.730 -4.998
C 0.277 -1.187 -6.244
C 0.952 -0.299 -7.097
C 1.247 1.019 -6.741
C 0.846 1.465 -5.476
Se -0.340 1.132 -2.847
H -1.231 -1.508 -2.260
H -0.697 -1.393 -4.302
H 0.086 -2.226 -6.489
H 1.270 -0.642 -8.066
H 1.784 1.672 -7.421
H 1.062 2.491 -5.104
N -0.545 0.105 7.330
C -0.428 -0.405 6.280
C -0.308 -1.003 4.949
C -1.462 -1.271 4.218
C -1.328 -1.753 2.906
N -0.143 -1.900 2.330
C 0.965 -1.717 3.041
C 0.946 -1.246 4.352
H -2.452 -1.111 4.632
H -2.214 -2.006 2.331
H 1.904 -1.979 2.550
H 1.887 -1.113 4.890
```

The largest force on an atom is 3.0 eV/Å. For the total energy, the calculation gives -173053.121 eV. The calculation puts the highest occupied orbital energy (spin up / spin down) at -17.368 / -17.372 eV. The net charge is +3. Its HOMO-LUMO gap (spin up / spin down) is 4.5 / 5.4 eV. Its energy above the lowest of the compared OMol25 structures with the same formula, charge and spin is 481.6 kJ/mol.

---

The following is a quantum chemistry calculation of a structure of composition C22H26N2O6, from OMol25.

XYZ file:
```
56
C22H26N2O6 | OMol25 | ωB97M-V/def2-TZVPD
C 3.265 -0.403 0.791
N 2.235 0.382 1.495
C 2.750 1.235 2.582
C 1.044 0.593 0.844
C 0.426 1.892 0.886
C 1.091 3.160 1.173
C 0.385 4.287 1.560
C -1.006 4.303 1.562
C -1.684 3.201 1.081
C -0.980 2.044 0.702
H 4.176 -0.272 1.416
H 3.023 -1.489 0.727
H 3.488 0.009 -0.225
H 3.487 0.571 3.049
H 3.268 2.115 2.142
H 1.930 1.523 3.261
H 1.552 0.086 -0.306
H 2.206 3.228 1.135
H 0.953 5.170 1.860
H -1.525 5.163 1.920
H -2.783 3.174 1.000
H -1.582 1.195 0.375
C -3.380 1.786 -2.483
C -1.958 1.376 -2.712
O -1.584 0.485 -1.617
C -0.260 0.317 -1.490
C 0.270 -0.497 -0.286
C -0.731 -0.869 0.828
O -0.327 -1.470 1.822
O -2.065 -0.626 0.579
C -2.967 -0.996 1.667
C -4.134 -0.054 1.640
C 0.865 -1.875 -0.875
C 1.140 -2.943 -0.001
C 1.726 -4.110 -0.455
C 2.143 -4.240 -1.774
N 2.673 -5.481 -2.245
O 3.067 -5.583 -3.429
O 2.724 -6.452 -1.454
C 2.027 -3.125 -2.599
C 1.407 -1.958 -2.173
O 0.581 0.836 -2.201
H -3.614 2.578 -3.197
H -4.096 0.974 -2.647
H -3.529 2.202 -1.481
H -1.821 0.830 -3.660
H -1.289 2.244 -2.660
H -3.246 -2.051 1.544
H -2.380 -0.866 2.578
H -4.844 -0.342 2.419
H -3.792 0.957 1.883
H -4.675 -0.030 0.686
H 0.784 -2.941 1.025
H 1.855 -4.913 0.241
H 2.428 -3.164 -3.591
H 1.285 -1.163 -2.911
```

The largest force on an atom is 6.0 eV/Å. For the total energy, the calculation gives -38491.739 eV. The calculation puts the highest occupied orbital energy at -6.425 eV. Its HOMO-LUMO gap is 5.3 eV. Its energy above the lowest of the compared OMol25 structures with the same formula, charge and spin is 1003.9 kJ/mol.

---

The following is a quantum chemistry calculation of a cluster of 5 separate species, C2H13NO4 in total, from OMol25.

XYZ file:
```
20
C2H13NO4 | OMol25 | ωB97M-V/def2-TZVPD
C 0.559 0.224 -1.060
N -0.211 -0.711 -1.444
C -1.513 -0.323 -1.983
H 1.559 -0.081 -0.769
H 0.206 1.252 -0.996
H -2.248 -0.691 -1.260
H -1.622 -0.925 -2.887
H -1.703 0.734 -2.163
O 0.878 1.430 2.579
H 1.723 1.048 2.839
H 0.219 0.810 2.875
O -0.355 -1.132 1.789
H -1.048 -1.794 1.838
H 0.271 -1.233 1.096
O 0.727 3.376 0.173
H 0.677 4.313 0.325
H 0.997 2.912 0.981
O 0.582 -3.093 -0.387
H 0.287 -2.310 -0.907
H 0.014 -3.807 -0.639
```

The largest force on an atom is 2.5 eV/Å. For the total energy, the calculation gives -11964.311 eV. The calculation puts the highest occupied orbital energy at -10.280 eV. Its HOMO-LUMO gap is 11.0 eV. Its energy above the lowest of the compared OMol25 structures with the same formula, charge and spin is 111.5 kJ/mol. The SMILES is C=NC.O.O.O.O.

---

The following is a quantum chemistry calculation of a structure of composition C31H26F3N9O9PSW, from OMol25.

XYZ file:
```
81
C31H26F3N9O9PSW | OMol25 | ωB97M-V/def2-TZVPD
W -0.356 0.040 -1.305
O 3.161 0.542 -3.278
C 2.239 0.036 -2.721
N 0.867 0.444 -2.838
C 0.437 0.921 -4.086
O 1.116 1.358 -4.966
C -1.046 0.739 -4.227
C -1.714 1.174 -5.355
C -3.084 0.998 -5.414
C -3.723 0.393 -4.342
C -2.980 -0.017 -3.255
N -1.657 0.145 -3.198
C 2.246 -1.183 -1.874
C 3.013 -2.231 -2.267
C 2.555 -3.561 -1.951
C 1.657 -3.692 -0.970
C 1.448 -2.478 -0.115
N 1.186 -1.279 -0.979
H -1.143 1.645 -6.143
H -3.648 1.330 -6.274
H -4.793 0.236 -4.341
H -3.458 -0.490 -2.410
H 3.775 -2.055 -3.013
H 2.858 -4.391 -2.576
H 1.156 -4.625 -0.746
H 2.436 -2.262 0.324
O -1.587 3.490 -2.585
C -1.063 2.908 -1.674
O -1.451 1.698 -1.282
C 0.018 3.468 -0.819
C 0.171 4.846 -0.810
C 1.034 5.421 0.098
C 1.758 4.650 0.984
C 1.633 3.265 0.951
C 0.751 2.624 0.032
O 0.647 1.285 -0.009
N 2.370 2.567 1.922
O 3.051 1.440 1.493
O 2.738 3.066 3.003
N 1.181 6.883 0.138
O 1.941 7.340 0.969
O 0.567 7.523 -0.690
H -0.410 5.449 -1.494
H 2.427 5.108 1.695
F -3.370 -4.445 -0.342
C -4.270 -3.462 -0.508
F -5.399 -3.834 0.109
F -4.535 -3.369 -1.820
C -3.750 -2.158 0.028
C -4.479 -1.411 0.927
C -4.003 -0.170 1.353
C -2.800 0.275 0.867
N -2.052 -0.477 0.034
C -2.519 -1.670 -0.426
S -1.434 -2.321 -1.587
H -5.433 -1.780 1.279
H -4.586 0.441 2.026
H -2.393 1.248 1.106
C 1.844 -1.207 4.782
N 0.650 -0.591 4.017
C 0.000 -1.693 3.232
N 0.996 -2.166 2.338
C 2.111 -2.800 3.059
N 2.767 -1.791 3.886
C 3.472 -0.778 3.077
P 2.313 -0.058 1.782
C 1.082 0.528 3.115
C 0.520 -2.748 1.075
H 1.414 -1.955 5.449
H 2.302 -0.402 5.355
H -0.013 -0.227 4.703
H -0.845 -1.277 2.684
H -0.358 -2.435 3.959
H 2.825 -3.196 2.339
H 1.765 -3.620 3.702
H 4.317 -1.254 2.579
H 3.869 0.000 3.732
H 0.185 0.950 2.654
H 1.540 1.287 3.751
H 0.420 -3.833 1.184
H -0.478 -2.367 0.899
```

The largest force on an atom is 0.9 eV/Å. For the total energy, the calculation gives -94499.495 eV. The calculation puts the highest occupied orbital energy (spin up / spin down) at -10.340 / -10.454 eV. The net charge is +1. Its HOMO-LUMO gap (spin up / spin down) is 6.0 / 6.2 eV. Its energy above the lowest of the compared OMol25 structures with the same formula, charge and spin is 326.7 kJ/mol. Its spin multiplicity is 3.

---

The following is a quantum chemistry calculation of a cluster of 2 separate species, C8H7BrFN in total, from OMol25.

XYZ file:
```
18
C8H7BrFN | OMol25 | ωB97M-V/def2-TZVPD
C -2.060 -0.795 -0.668
C 1.334 1.504 0.444
C 0.044 2.073 0.478
C 1.496 0.267 -0.045
C -1.041 1.319 -0.049
C 0.417 -0.618 -0.622
C -0.899 -0.033 -0.305
C 0.607 -2.054 -0.081
N -3.096 -1.221 -0.927
F -0.989 -0.493 2.067
Br -2.689 2.198 0.147
H 2.106 2.162 0.670
H -0.082 3.193 0.789
H 2.420 -0.098 -0.370
H 0.587 -0.553 -1.777
H 1.593 -2.293 -0.293
H -0.137 -2.692 -0.448
H 0.387 -1.869 0.989
```

The largest force on an atom is 3.4 eV/Å. For the total energy, the calculation gives -82654.964 eV. The calculation puts the highest occupied orbital energy (spin up / spin down) at -9.631 / -8.903 eV. Its HOMO-LUMO gap (spin up / spin down) is 7.1 / 6.3 eV. Its energy above the lowest of the compared OMol25 structures with the same formula, charge and spin is 208.6 kJ/mol.